This record from the Open Molecules 2025 dataset describes one molecule with the formula C3H5N3O3 in a non-equilibrium geometry. The level of theory is ωB97M-V/def2-TZVPD.

```
14
Properties=species:S:1:pos:R:3:forces:R:3
O -0.61644 -2.07559 -0.36698 -0.1 -0.8 0.8
O 2.13809 -1.77385 -0.27888 0.7 -0.1 0.0
O 2.66301 1.32127 -0.01805 0.0 1.9 0.2
N 0.42634 1.22981 0.12617 -1.6 -1.1 -0.5
N 1.55848 0.50614 0.03734 0.4 1.7 0.3
N 0.02986 -0.90148 -0.06956 -0.6 -0.6 -0.1
C -1.95758 0.54989 0.04309 -1.4 3.4 -0.8
C -0.52563 0.33687 -0.00836 0.6 0.4 0.3
C 1.40345 -0.82664 -0.13964 0.7 -0.3 -0.1
H -0.40608 -2.76723 0.33797 0.0 1.6 -1.0
H -2.13022 1.30472 0.84138 0.0 -0.7 -0.1
H -2.39805 1.18679 -0.86262 0.9 -2.1 1.4
H 2.25176 2.28393 0.07813 1.0 -3.0 -0.3
H -2.43699 -0.37465 0.28002 -0.7 -0.3 -0.2
```
Forces are in eV/Å.

Properties
- Energy above the lowest of the compared OMol25 structures with the same formula, charge and spin: 113.6 kcal/mol
- Structure (SMILES): Cc1nn(O)c(=O)n1O
- 2S+1: 1
- Charge: 0
- Gap between HOMO and LUMO: 9.044 eV
- Calculated total energy: -13800.710 eV
- Molecular weight: 131.1 g/mol

This record from the Open Molecules 2025 dataset describes one molecule with the formula C3H5N3O3 in a non-equilibrium geometry. The level of theory is ωB97M-V/def2-TZVPD.

```
14
Properties=species:S:1:pos:R:3:forces:R:3
O -0.76182 -0.08905 1.10023 0.0 0.0 -0.3
O 1.43754 -3.42021 -0.72949 0.2 -2.0 0.2
O 1.66226 -1.66367 -1.91720 0.2 0.9 -0.7
N 0.47306 -1.64200 0.00946 0.1 0.6 -0.5
N 1.25011 -2.27580 -0.99096 -0.6 1.2 0.9
N 0.56851 0.68278 -0.59168 -0.8 -0.8 -0.6
C -0.29427 1.79897 -0.24699 -2.2 -0.4 -0.2
C 0.10513 -0.29176 0.06393 0.8 -0.4 0.5
C -0.98336 1.35090 1.12364 -1.0 -1.8 -5.4
H -0.53299 1.79572 1.89874 1.3 1.4 3.2
H -2.03349 1.48393 0.95255 -0.5 0.3 0.9
H 0.32180 2.64611 -0.05836 0.1 1.0 -0.3
H -1.15694 1.97763 -1.09231 2.4 -0.2 1.9
H -0.05555 -2.35356 0.47845 -0.1 0.1 0.5
```
Forces are in eV/Å.

Properties
- Energy above the lowest of the compared OMol25 structures with the same formula, charge and spin: 123.8 kcal/mol
- Structure (SMILES): O=[N+]([O-])NC1=NCCO1
- 2S+1: 1
- Charge: 0
- Gap between HOMO and LUMO: 10.231 eV
- Calculated total energy: -13800.270 eV
- Molecular weight: 131.1 g/mol

This record from the Open Molecules 2025 dataset describes one molecule with the formula C3H5N3O3S in a non-equilibrium geometry. The level of theory is ωB97M-V/def2-TZVPD.

```
15
Properties=species:S:1:pos:R:3:forces:R:3
S 3.42697 -0.16178 -0.53813 -0.4 0.0 -0.2
O 3.67945 0.90301 0.65016 0.7 0.2 -2.4
O 3.67258 0.47228 -1.80721 0.1 -0.1 1.2
O 4.11297 -1.38887 -0.23519 -0.6 0.7 0.1
N -1.39494 0.36573 1.06671 -2.5 0.2 -0.1
N 0.92323 0.00783 0.71237 -0.1 1.2 0.0
N -0.47298 -0.44630 -0.93733 1.6 0.1 -1.9
C 0.84155 -0.58807 -1.45292 0.1 -1.4 -1.3
C -0.32982 0.05996 0.31425 1.3 -1.9 -0.5
C 1.64166 -0.29017 -0.42834 0.7 -0.1 0.9
H -1.21545 0.22868 2.01829 0.4 0.2 1.6
H -1.20196 -0.28968 -1.60824 -0.6 0.1 0.3
H -2.29636 -0.09172 0.84943 1.0 0.4 -0.2
H 3.33373 0.58182 1.46305 -0.7 -0.7 1.4
H 1.19404 -1.12085 -2.39005 -1.2 1.2 1.1
```
Forces are in eV/Å.

Properties
- Energy above the lowest of the compared OMol25 structures with the same formula, charge and spin: 0.0 kcal/mol
- Structure (SMILES): Nc1nc(S(=O)(=O)O)c[nH]1
- 2S+1: 1
- Charge: 0
- Gap between HOMO and LUMO: 9.245 eV
- Calculated total energy: -24639.345 eV
- Molecular weight: 163.2 g/mol

This record from the Open Molecules 2025 dataset describes one molecule with the formula C3H5N3OS in a non-equilibrium geometry. The level of theory is ωB97M-V/def2-TZVPD.

```
13
Properties=species:S:1:pos:R:3:forces:R:3
S 1.20273 -1.18743 -0.66950 0.1 -0.3 0.7
O -0.16132 1.72920 -2.15032 5.5 -0.9 2.6
N -0.41027 1.09129 -0.89618 -2.0 3.1 -2.0
N -1.52017 1.06438 0.95193 0.1 0.9 -0.9
N -0.63665 0.04523 0.89146 0.0 -1.1 2.1
C 0.07479 0.06042 -0.18755 -0.6 -0.4 -0.6
C -1.35235 1.75227 -0.16316 -1.7 -0.4 1.2
C 0.99972 -2.17341 0.91154 2.6 1.4 0.9
H 0.86747 1.91640 -1.83802 -3.4 0.1 -2.5
H 0.98648 -1.33939 1.74399 0.0 -2.1 -1.5
H -2.04163 2.62099 -0.45764 1.7 -1.5 0.1
H 0.06462 -2.68263 0.84240 -0.5 -0.4 0.2
H 1.92657 -2.89731 1.02105 -2.0 1.6 -0.3
```
Forces are in eV/Å.

Properties
- Energy above the lowest of the compared OMol25 structures with the same formula, charge and spin: 101.7 kcal/mol
- Structure (SMILES): CSc1nncn1O
- 2S+1: 1
- Charge: 0
- Gap between HOMO and LUMO: 9.029 eV
- Calculated total energy: -20541.249 eV
- Molecular weight: 131.2 g/mol

This record from the Open Molecules 2025 dataset describes one molecule with the formula C3H5N3OS in a non-equilibrium geometry. The level of theory is ωB97M-V/def2-TZVPD.

```
13
Properties=species:S:1:pos:R:3:forces:R:3
S -3.15535 -0.74133 0.01103 -2.0 1.3 0.7
O -0.80749 -1.65075 -0.21602 -0.2 0.6 1.0
N 0.71029 0.89707 0.00983 -0.2 -1.2 -0.6
N -1.29518 1.90576 -0.12811 1.4 -4.7 0.0
N 1.71087 -1.38724 -0.15066 3.2 -2.8 4.0
C -0.66609 0.69034 -0.05480 -0.4 2.3 0.7
C 1.70090 0.01978 -0.02951 -0.1 -2.2 1.7
C -1.54556 -0.67328 0.05834 3.2 -0.9 -2.6
H 0.97345 -2.21240 -0.01834 0.6 3.8 -0.9
H -2.26018 1.97405 -0.28878 -1.5 -0.2 0.1
H 2.78668 0.44731 0.18401 -2.5 -0.9 -0.7
H -0.72824 2.66860 0.04756 1.2 1.9 0.0
H 2.57589 -1.93790 0.57543 -2.6 2.9 -3.3
```
Forces are in eV/Å.

Properties
- Energy above the lowest of the compared OMol25 structures with the same formula, charge and spin: 87.0 kcal/mol
- 2S+1: 1
- Charge: 0
- Gap between HOMO and LUMO: 6.706 eV
- Calculated total energy: -20541.889 eV
- Molecular weight: 131.2 g/mol

This record from the Open Molecules 2025 dataset describes one molecule with the formula C3H5N3S in a non-equilibrium geometry. The level of theory is ωB97M-V/def2-TZVPD.

```
12
Properties=species:S:1:pos:R:3:forces:R:3
S -2.74519 -0.16360 0.43376 -1.1 0.7 -0.6
N -0.51343 2.48556 -0.08447 -0.1 -3.5 0.3
N -1.49701 -0.67595 -0.63186 -0.6 2.8 -0.3
N 0.82096 -0.76114 -0.09632 1.5 -1.2 -0.7
C 2.16397 -0.20786 0.36861 0.8 -4.6 -0.3
C -0.25305 -0.16209 -0.34035 0.9 2.4 2.1
C -0.51698 1.30536 -0.06701 1.5 3.5 -0.9
H 2.05128 0.79681 0.31981 0.3 3.3 1.0
H -3.62392 0.26000 -0.53762 0.5 -0.2 0.6
H 3.21071 -0.47181 -0.13743 -2.8 0.2 -0.5
H -1.57055 -1.59358 -0.52070 0.5 -5.2 -0.3
H 2.47321 -0.81169 1.29358 -1.3 1.7 -0.5
```
Forces are in eV/Å.

Properties
- Energy above the lowest of the compared OMol25 structures with the same formula, charge and spin: 80.6 kcal/mol
- Structure (SMILES): C/N=C(\C#N)NS
- 2S+1: 1
- Charge: 0
- Gap between HOMO and LUMO: 10.439 eV
- Calculated total energy: -18494.404 eV
- Molecular weight: 115.2 g/mol

This record from the Open Molecules 2025 dataset describes C3H5N3S as an isolated structure in a non-equilibrium geometry. The level of theory is ωB97M-V/def2-TZVPD.

```
12
Properties=species:S:1:pos:R:3:forces:R:3
S -2.46057 -0.22596 -0.12798 1.0 -2.0 0.6
N -0.27034 -1.74272 -0.03238 2.9 -3.6 -0.2
N -0.64250 -0.55162 -0.28935 -5.7 0.7 0.9
N 1.45526 -0.33388 -0.20329 4.2 -3.2 0.3
C 0.34013 1.74743 -0.03337 0.1 2.9 0.7
C 1.08593 -1.62279 -0.02179 -0.8 -1.7 -0.3
C 0.36504 0.26432 -0.30191 -2.3 6.2 0.7
H -0.79620 2.50212 -0.41326 4.0 -2.6 1.3
H 1.74924 -2.53872 0.02519 -0.9 1.6 0.1
H 1.36351 2.03246 -0.56724 -2.5 0.3 1.2
H 0.69277 2.02941 1.51834 -1.3 -0.9 -4.5
H -2.88227 -1.56005 0.44704 1.4 2.5 -1.1
```
Forces are in eV/Å.

Properties
- Energy above the lowest of the compared OMol25 structures with the same formula, charge and spin: 132.2 kcal/mol
- 2S+1: 1
- Charge: 0
- Gap between HOMO and LUMO: 9.329 eV
- Calculated total energy: -18492.167 eV
- Molecular weight: 115.2 g/mol

This record from the Open Molecules 2025 dataset describes one molecule with the formula C3H5N3S2 in a non-equilibrium geometry. The level of theory is ωB97M-V/def2-TZVPD.

```
13
Properties=species:S:1:pos:R:3:forces:R:3
S 1.57535 1.41596 0.01366 -0.4 -0.7 -0.3
S -3.05116 0.29144 0.04000 -0.3 0.2 0.1
N 0.54236 -1.00498 -0.08597 0.6 0.4 -0.4
N 2.84226 -1.02557 0.14042 -0.3 0.3 -0.9
N -1.71871 -0.75425 0.09171 0.4 0.2 -0.8
C -0.56821 -0.21606 -0.07704 -1.2 0.0 1.4
C -0.23372 1.26961 0.00928 -0.1 -0.1 -1.0
C 1.76167 -0.37432 -0.04611 1.5 -0.1 1.1
H -4.00722 -0.65147 -0.06299 0.3 0.0 0.1
H -0.66844 1.71792 0.88924 -0.1 -0.1 0.5
H 0.50257 -2.01175 -0.13468 -0.1 0.1 0.1
H 3.70052 -0.46738 0.05893 -0.6 -0.1 0.3
H -0.67726 1.81085 -0.83644 0.2 -0.2 0.0
```
Forces are in eV/Å.

Properties
- Energy above the lowest of the compared OMol25 structures with the same formula, charge and spin: 6.0 kcal/mol
- Structure (SMILES): [H]/N=C1/N/C(=N/S)CS1
- 2S+1: 1
- Charge: 0
- Gap between HOMO and LUMO: 9.010 eV
- Calculated total energy: -29332.446 eV
- Molecular weight: 147.2 g/mol

What did the eighth record say?
This record from the Open Molecules 2025 dataset describes one molecule with the formula C3H5N3S2 in a non-equilibrium geometry. The level of theory is ωB97M-V/def2-TZVPD.

```
13
Properties=species:S:1:pos:R:3:forces:R:3
S 1.57535 1.41596 0.01366 -0.4 -0.7 -0.3
S -3.05116 0.29144 0.04000 -0.3 0.2 0.1
N 0.54236 -1.00498 -0.08597 0.6 0.4 -0.4
N 2.84226 -1.02557 0.14042 -0.3 0.3 -0.9
N -1.71871 -0.75425 0.09171 0.4 0.2 -0.8
C -0.56821 -0.21606 -0.07704 -1.2 0.0 1.4
C -0.23372 1.26961 0.00928 -0.1 -0.1 -1.0
C 1.76167 -0.37432 -0.04611 1.5 -0.1 1.1
H -4.00722 -0.65147 -0.06299 0.3 0.0 0.1
H -0.66844 1.71792 0.88924 -0.1 -0.1 0.5
H 0.50257 -2.01175 -0.13468 -0.1 0.1 0.1
H 3.70052 -0.46738 0.05893 -0.6 -0.1 0.3
H -0.67726 1.81085 -0.83644 0.2 -0.2 0.0
```
Forces are in eV/Å.

Properties
- Energy above the lowest of the compared OMol25 structures with the same formula, charge and spin: 6.0 kcal/mol
- Structure (SMILES): [H]/N=C1/N/C(=N/S)CS1
- 2S+1: 1
- Charge: 0
- Gap between HOMO and LUMO: 9.010 eV
- Calculated total energy: -29332.446 eV
- Molecular weight: 147.2 g/mol